Record 1
Density functional theory data (wB97M-V/def2-TZVPD) for the molecule C7H8N4O3 in a non-equilibrium geometry.

```
22
Properties=species:S:1:pos:R:3:forces:R:3:mulliken_charge:R:1
O -0.791178 1.320929 2.193983 -0.516 -1.916 -1.532 -0.81
C -0.681676 0.506864 1.211887 0.628 3.728 4.405 0.41
C -0.275969 0.978407 -0.014280 0.178 3.469 -0.069 0.31
C 0.125657 2.355134 -0.303040 -0.106 -3.242 -1.880 -0.52
N 0.699377 2.292623 -1.525445 -0.122 0.562 1.724 -0.98
N 0.723699 0.987485 -1.870507 1.309 -1.119 -3.065 0.61
C 1.322612 0.475169 -3.124441 0.797 0.286 -0.563 -0.27
O 2.104787 -0.727523 -2.920317 -1.641 1.227 1.610 -0.49
C 0.122077 0.170076 -1.022873 -1.090 -0.099 3.159 0.82
N -0.030362 -1.182909 -0.826658 0.071 -1.980 -1.067 -0.74
C -0.468876 -1.666695 0.299924 1.004 3.021 0.062 -0.06
N -0.658227 -0.813392 1.430411 -1.247 -3.359 -2.536 -0.10
C -1.303759 -1.347864 2.597280 0.381 1.601 2.497 -0.31
O -0.537710 -0.931266 3.777150 -0.374 1.116 -1.828 -0.55
H 0.002240 3.187302 0.371579 0.124 0.279 -0.550 0.49
H 0.534471 0.343694 -3.851447 -0.570 -0.731 0.010 0.28
H 1.934110 1.237124 -3.625315 0.190 -0.018 0.848 0.32
H 1.751094 -1.068447 -2.048882 0.716 -0.160 -1.511 0.32
H -0.629506 -2.725876 0.461304 0.096 0.065 -0.128 0.33
H -1.287757 -2.412497 2.549332 0.162 -0.794 0.050 0.31
H -2.378140 -1.023224 2.665131 1.017 0.063 -0.094 0.28
H -0.276963 0.044884 3.575226 -1.002 -2.000 0.456 0.36
```
Positions in Å, forces in eV/Å.

Computed properties:
DFT total energy = -19489.764 eV
structure (SMILES) = O=c1c2cnn(CO)c2ncn1CO
Kohn-Sham gap = 9.4991 eV
largest force on an atom = 5.81 eV/A


Record 2
Density functional theory data (wB97M-V/def2-TZVPD) for the molecule C23H20ClFN4 in a non-equilibrium geometry.

```
49
Properties=species:S:1:pos:R:3:forces:R:3:mulliken_charge:R:1
F -0.108551 5.883194 -2.987276 0.002 -0.044 0.020 -0.33
C -0.277562 4.672465 -2.415621 -0.007 -0.161 0.047 0.35
C -0.555838 4.600147 -1.061704 0.075 0.073 -0.311 -0.70
C -0.733804 3.359095 -0.484927 -0.011 -0.216 -0.072 -0.48
C -0.632404 2.204253 -1.258785 0.113 0.957 -0.298 0.70
N -0.818639 0.969169 -0.634145 -0.181 -1.097 0.156 0.82
C -1.031594 -0.245513 -1.198813 -0.181 -0.174 0.265 -1.58
C -1.155706 -1.159240 -0.180147 0.024 0.191 -0.072 0.95
C -1.356885 -2.631591 -0.323679 -0.213 -0.096 -0.245 -1.62
N -0.639860 -3.395785 0.684912 -0.189 -0.299 -0.089 -0.18
C 0.783435 -3.183477 0.800045 0.228 -0.245 -0.076 -0.15
C 1.645815 -3.525182 -0.440580 -0.168 0.114 0.334 -1.26
C 1.640847 -2.437942 -1.470428 0.114 0.092 -0.259 0.72
C 1.183830 -2.651974 -2.766807 0.093 0.093 0.132 -0.30
C 1.173158 -1.594215 -3.659960 -0.112 -0.228 -0.089 -0.56
N 1.579147 -0.373439 -3.351851 -0.007 0.343 -0.379 -0.54
C 2.042216 -0.172300 -2.127906 0.167 0.016 0.269 -0.50
C 2.098546 -1.159304 -1.160387 -0.012 -0.153 -0.159 -0.02
C -0.994748 -0.388568 1.000566 -0.109 0.008 -0.809 0.42
C -1.015981 -0.856241 2.384880 0.069 0.181 0.346 0.00
C -2.052743 -1.666030 2.837604 0.103 0.112 0.117 -0.04
C -2.084723 -2.114934 4.143579 -0.105 -0.050 -0.014 -0.91
C -1.073716 -1.763765 5.022606 0.051 0.019 -0.010 -0.42
C -0.028123 -0.966807 4.592023 0.029 -0.008 0.064 -0.69
C -0.003942 -0.518895 3.282376 -0.258 -0.140 -0.054 0.58
Cl 1.334708 0.437654 2.754786 0.398 0.083 0.135 -0.20
N -0.793252 0.880481 0.695206 -0.012 0.368 0.537 -0.99
C -0.336925 2.296152 -2.616350 -0.095 -0.126 0.317 -0.04
C -0.160798 3.537759 -3.197806 -0.036 0.333 0.085 -0.89
H -0.630992 5.504210 -0.478985 -0.009 0.096 0.046 0.43
H -0.946206 3.257592 0.566945 -0.020 0.033 0.058 0.41
H -1.097520 -0.385300 -2.257732 0.062 -0.004 -0.251 0.70
H -2.420641 -2.870159 -0.196318 0.096 -0.020 -0.093 0.59
H -1.081491 -2.909215 -1.355294 -0.137 0.037 0.138 0.43
H -0.837201 -4.382376 0.555311 0.000 0.110 0.090 0.32
H 0.950421 -2.140220 1.071348 0.119 -0.023 0.090 -0.30
H 1.115656 -3.802119 1.638060 0.066 0.108 -0.018 0.48
H 1.298842 -4.464443 -0.879288 0.064 -0.017 0.020 0.30
H 2.672276 -3.671497 -0.095821 0.030 -0.069 -0.033 0.42
H 0.835632 -3.627664 -3.075006 -0.044 -0.082 -0.018 0.42
H 0.814367 -1.725022 -4.673454 -0.037 -0.105 -0.064 0.36
H 2.374585 0.835779 -1.915463 0.040 0.072 0.119 0.39
H 2.485747 -0.934232 -0.178393 0.019 0.066 0.142 0.47
H -2.842031 -1.931039 2.152304 -0.081 -0.044 -0.099 0.44
H -2.899501 -2.739209 4.478001 -0.072 -0.050 0.025 0.40
H -1.094112 -2.111700 6.044324 0.002 -0.026 0.087 0.39
H 0.770880 -0.693565 5.263533 0.074 0.037 0.035 0.44
H -0.209345 1.410987 -3.217927 0.031 -0.094 -0.054 0.29
H 0.073692 3.629560 -4.246059 0.028 0.025 -0.106 0.45
```
Positions in Å, forces in eV/Å.

Computed properties:
DFT total energy = -45375.989 eV
structure (SMILES) = Fc1ccc(-n2cc(CNCCc3ccncc3)c(-c3ccccc3Cl)n2)cc1
Kohn-Sham gap = 8.8436 eV
largest force on an atom = 1.12 eV/A


Record 3
Density functional theory data (wB97M-V/def2-TZVPD) for a cluster of 2 separate species, C3H2N2O2S2 in total in a non-equilibrium geometry.

```
11
Properties=species:S:1:pos:R:3:forces:R:3:mulliken_charge:R:1
C 1.376337 0.606637 -0.380247 -1.108 0.144 -0.023 -0.22
C 1.238601 -0.403231 0.597446 -1.037 -0.959 0.918 -0.34
C -0.673185 1.055759 0.240904 -2.766 0.068 0.729 0.20
N -2.732425 1.002921 -0.502010 2.632 1.643 -0.530 0.25
N 0.244214 1.339903 -0.584013 2.744 -0.433 -1.663 -0.45
O -3.281898 0.232621 0.071657 -1.286 -1.630 1.112 -0.10
O -0.519418 -1.518373 -1.111339 -2.448 1.329 -3.556 -0.42
S 0.237337 -1.999083 -0.013771 2.717 -1.650 2.860 0.30
S -0.311596 -0.045723 1.510137 0.444 0.448 0.391 -0.08
H 2.301245 0.489448 -0.918156 -0.087 1.165 -0.807 0.36
H 2.120793 -0.760877 1.089392 0.194 -0.124 0.569 0.50
```
Positions in Å, forces in eV/Å.

Computed properties:
DFT total energy = -31881.404 eV
Kohn-Sham gap (alpha / beta) = 6.5342 / 6.8118 eV
largest force on an atom = 4.52 eV/A


Record 4
Density functional theory data (wB97M-V/def2-TZVPD) for the ion C2H7N4S with charge +1 in a non-equilibrium geometry.

```
14
Properties=species:S:1:pos:R:3:forces:R:3:mulliken_charge:R:1
N -1.157658 -1.657187 1.392761 -0.604 -2.847 0.366 -0.64
N -0.663112 -1.405770 0.047815 -0.892 -1.714 0.468 0.27
C -0.488105 -0.101218 -0.241835 -2.727 2.458 -0.348 -0.37
C 0.727623 0.324400 -0.486710 2.590 -1.338 0.234 0.17
N 1.262687 1.608681 -1.032775 -0.257 -1.085 -0.231 -0.26
S 1.874521 -1.087760 -0.125116 0.283 0.607 -0.045 -0.03
N 0.495374 -2.186229 -0.208074 0.096 2.491 -2.029 -0.44
H -1.284219 -2.783046 1.406093 -0.099 3.491 0.016 0.30
H -2.115155 -1.267214 1.422913 0.481 -0.448 -0.029 0.29
H -1.435935 0.516765 -0.239331 1.253 -0.659 -0.053 0.29
H 2.213842 1.882878 -0.736573 0.158 -1.056 -0.709 0.37
H 0.809213 2.409644 -0.712044 -1.946 1.628 1.658 0.37
H 1.037107 1.736131 -2.025299 1.089 -0.672 -0.391 0.39
H 0.484731 -2.989297 0.360642 0.573 -0.857 1.095 0.30
```
Positions in Å, forces in eV/Å.

Computed properties:
DFT total energy = -18971.535 eV
charge = +1
structure (SMILES) = NN1C=C([NH3+])SN1
Kohn-Sham gap = 7.1575 eV
largest force on an atom = 3.69 eV/A


In order of appearance, energy above the lowest of the compared OMol25 structures with the same formula, charge and spin = 16.3; 0.9; 84.1; 97.2 kcal per mole.